2 unconnected molecules or ions with the total composition C5H15N3O in a non-equilibrium geometry, computed with ωB97M-V/def2-TZVPD.

Last columns: bonded neighbours and bond lengths (Å).
Cartesian coordinates (Å):
1 C 1.01 -1.34 -0.19  C2 1.535, C3 1.534, N4 1.461, H6 1.099
2 C -0.26 -1.17 0.67  C1 1.535, N5 1.436, H11 1.092, H12 1.197
3 C 1.89 -0.09 -0.18  C1 1.534, H13 1.087, H14 1.088, H15 1.089
4 N 1.70 -2.54 0.26  C1 1.461, H7 1.015, H8 1.015
5 N 0.00 -0.46 1.89  C2 1.436, H9 1.015, H10 1.066
6 H 0.68 -1.54 -1.22  C1 1.099
7 H 2.57 -2.66 -0.25  N4 1.015
8 H 1.94 -2.44 1.24  N4 1.015
9 H -0.76 -0.62 2.55  N5 1.015
10 H -0.02 0.58 1.68  N5 1.066
11 H -0.69 -2.15 0.88  C2 1.092
12 H -1.02 -0.47 0.07  C2 1.197
13 H 1.33 0.81 -0.41  C3 1.087
14 H 2.35 0.04 0.80  C3 1.088
15 H 2.69 -0.20 -0.92  C3 1.089
16 C -1.49 1.26 -1.83  N17 1.453, H22 1.092, H23 1.092, H24 1.090
17 N -1.82 1.22 -0.41  C16 1.453, C18 1.386, H20 1.010
18 C -1.17 2.05 0.49  N17 1.386, O19 1.215, H21 1.107
19 O -0.16 2.68 0.23  C18 1.215
20 H -2.77 0.95 -0.19  N17 1.010
21 H -1.81 2.25 1.37  C18 1.107
22 H -1.40 0.25 -2.22  C16 1.092
23 H -2.26 1.79 -2.39  C16 1.092
24 H -0.54 1.78 -1.94  C16 1.090

As for the SMILES: C[C@@H](N)CN.CNC=O. As for the total charge: 0. The calculation puts the energy above the lowest of the compared OMol25 structures with the same formula, charge and spin at 28.0 kcal per mole.

---

A single C5H15N3S molecule in a non-equilibrium geometry, computed with ωB97M-V/def2-TZVPD.

Last columns: bonded neighbours and bond lengths (Å).
Cartesian coordinates (Å):
1 C 0.76 -0.15 2.48  C5 1.541, H10 1.086, H11 1.075, H12 1.047
2 C 2.90 -0.40 -0.12  N6 1.483, H13 1.203, H14 1.082, H15 1.160
3 C -1.78 1.75 -0.76  N7 1.409, H16 1.089, H17 1.131, H18 1.119
4 C -0.23 -1.09 -2.90  N8 1.492, H19 1.062, H20 1.114, H21 1.100
5 C -0.17 -0.83 1.46  C1 1.541, S9 2.216, H22 1.057, H23 1.192
6 N 1.85 0.57 -0.52  C2 1.483, S9 1.550
7 N -0.43 1.46 -1.01  C3 1.409, S9 1.588
8 N -0.02 -1.20 -1.42  C4 1.492, S9 1.750, H24 1.098
9 S 0.35 0.20 -0.44  C5 2.216, N6 1.550, N7 1.588, N8 1.750
10 H 0.27 0.77 2.78  C1 1.086
11 H 1.04 -0.73 3.35  C1 1.075
12 H 1.63 0.03 1.94  C1 1.047
13 H 2.46 -1.49 0.16  C2 1.203
14 H 3.51 0.00 0.68  C2 1.082
15 H 3.41 -0.63 -1.14  C2 1.160
16 H -2.48 0.92 -0.86  C3 1.089
17 H -2.18 2.36 -1.63  C3 1.131
18 H -1.76 2.34 0.19  C3 1.119
19 H -0.62 -2.05 -3.14  C4 1.062
20 H -0.84 -0.18 -3.06  C4 1.114
21 H 0.70 -0.81 -3.42  C4 1.100
22 H -1.19 -0.65 1.69  C5 1.057
23 H 0.13 -1.96 1.25  C5 1.192
24 H 0.73 -1.99 -1.25  N8 1.098

As for the SMILES: CCS(=NC)(=NC)NC. As for the total charge: 0. The calculation puts the energy above the lowest of the compared OMol25 structures with the same formula, charge and spin at 37.1 kcal per mole.

---

A gas-phase ion, C5H15N4 (charge +1) in a non-equilibrium geometry, computed with ωB97M-V/def2-TZVPD.

Last columns: bonded neighbours and bond lengths (Å).
Cartesian coordinates (Å):
1 C 1.75 -0.88 0.48  C2 1.501, C3 1.597, H10 1.050, H11 1.068
2 C 1.51 -0.24 -0.85  C1 1.501, C4 1.517, H12 1.133, H13 1.167
3 C 0.32 -1.32 1.05  C1 1.597, C5 1.550, H14 1.146, H15 1.072
4 C 0.21 0.54 -0.74  C2 1.517, C5 1.684, N6 1.385, N7 1.560
5 C -0.70 -0.48 0.24  C3 1.550, C4 1.684, N8 1.386, N9 1.643
6 N -0.19 1.00 -1.98  C4 1.385, H16 1.070, H17 1.027
7 N 0.38 1.82 0.14  C4 1.560, H18 1.096, H19 0.954
8 N -1.67 -1.20 -0.44  C5 1.386, H20 1.078, H21 1.076
9 N -1.42 0.53 1.32  C5 1.643, H22 1.030, H23 0.957, H24 1.036
10 H 2.29 -1.77 0.34  C1 1.050
11 H 2.22 -0.13 1.07  C1 1.068
12 H 2.35 0.37 -1.31  C2 1.133
13 H 1.27 -1.17 -1.52  C2 1.167
14 H 0.11 -2.42 0.84  C3 1.146
15 H 0.31 -1.01 2.08  C3 1.072
16 H -0.67 0.41 -2.74  N6 1.070
17 H -0.81 1.81 -1.83  N6 1.027
18 H 1.33 1.75 0.68  N7 1.096
19 H 0.42 2.55 -0.47  N7 0.954
20 H -2.36 -0.63 -1.04  N8 1.078
21 H -2.22 -1.92 0.15  N8 1.076
22 H -1.23 0.47 2.33  N9 1.030
23 H -2.36 0.55 1.14  N9 0.957
24 H -0.86 1.36 1.07  N9 1.036

As for the SMILES: NC1(N)CCC[C@@]1(N)[NH3+]. As for the total charge: +1. The calculation puts the energy above the lowest of the compared OMol25 structures with the same formula, charge and spin at 11.5 kcal per mole.

---

A gas-phase ion, C5H15N4O (charge +1) in a non-equilibrium geometry, computed with ωB97M-V/def2-TZVPD.

Last columns: bonded neighbours and bond lengths (Å).
Cartesian coordinates (Å):
1 C -1.43 -0.82 0.19  C5 1.550, N6 1.345, O10 1.186
2 C -1.52 1.91 0.83  N8 1.513, H11 1.111, H12 1.114, H13 1.137
3 C 1.98 0.60 0.67  N9 1.454, H14 1.122, H15 1.163, H16 1.125
4 C 1.73 -1.74 0.00  N9 1.508, H17 1.207, H18 1.117, H19 1.110
5 C -0.23 -0.01 -0.37  C1 1.550, N7 1.603, N8 1.398, N9 1.571
6 N -2.47 -0.92 -0.66  C1 1.345, H20 0.993, H21 0.981
7 N 0.08 -0.50 -1.87  C5 1.603, H22 0.999, H23 1.025
8 N -0.56 1.33 -0.19  C2 1.513, C5 1.398, H24 1.056
9 N 1.03 -0.47 0.44  C3 1.454, C4 1.508, C5 1.571, H25 1.073
10 O -1.35 -1.19 1.31  C1 1.186
11 H -1.07 2.56 1.61  C2 1.111
12 H -2.35 2.36 0.23  C2 1.114
13 H -2.06 1.10 1.41  C2 1.137
14 H 2.48 0.91 -0.28  C3 1.122
15 H 1.60 1.41 1.42  C3 1.163
16 H 2.79 0.06 1.24  C3 1.125
17 H 2.46 -2.33 0.75  C4 1.207
18 H 0.91 -2.44 -0.31  C4 1.117
19 H 2.34 -1.38 -0.85  C4 1.110
20 H -2.58 -0.59 -1.60  N6 0.993
21 H -3.37 -0.88 -0.29  N6 0.981
22 H 1.07 -0.65 -1.88  N7 0.999
23 H -0.15 0.29 -2.48  N7 1.025
24 H -0.07 2.08 -0.75  N8 1.056
25 H 0.72 -0.71 1.44  N9 1.073

As for the SMILES: CN[C@](N)(C(N)=O)[NH+](C)C. As for the total charge: +1. The calculation puts the energy above the lowest of the compared OMol25 structures with the same formula, charge and spin at 75.2 kcal per mole.

---

A gas-phase ion, C5H15N6 (charge +1) in a non-equilibrium geometry, computed with ωB97M-V/def2-TZVPD.

Last columns: bonded neighbours and bond lengths (Å).
Cartesian coordinates (Å):
1 C 1.58 0.06 -0.82  C3 1.527, N6 1.374, N10 1.315
2 C -3.01 0.26 -0.65  C4 1.460, H12 1.114, H13 1.090, H14 1.027
3 C 2.66 -0.90 -0.31  C1 1.527, N11 1.472, H15 1.168, H16 1.100
4 C -2.25 -0.73 0.11  C2 1.460, C5 1.534, H17 1.175, H18 1.108
5 C -1.35 -0.15 1.22  C4 1.534, N9 1.402, H19 1.045, H20 1.083
6 N 1.87 1.34 -0.42  C1 1.374, N7 1.476, H25 1.033
7 N 0.83 2.25 0.09  N6 1.476, N8 1.264
8 N -0.11 1.57 0.59  N7 1.264, N9 1.214, H21 1.011
9 N -0.21 0.36 0.58  C5 1.402, N8 1.214
10 N 0.68 -0.28 -1.72  C1 1.315, H22 1.052, H23 0.984
11 N 2.61 -0.63 1.14  C3 1.472, H24 0.989, H26 0.977
12 H -2.53 1.26 -0.83  C2 1.114
13 H -3.14 -0.25 -1.61  C2 1.090
14 H -3.89 0.51 -0.20  C2 1.027
15 H 3.72 -0.56 -0.67  C3 1.168
16 H 2.52 -1.91 -0.70  C3 1.100
17 H -1.57 -1.36 -0.60  C4 1.175
18 H -3.00 -1.40 0.57  C4 1.108
19 H -1.76 0.65 1.74  C5 1.045
20 H -1.05 -0.99 1.83  C5 1.083
21 H -0.88 2.12 0.94  N8 1.011
22 H 0.39 -1.27 -1.93  N10 1.052
23 H -0.10 0.33 -1.74  N10 0.984
24 H 1.84 -1.06 1.58  N11 0.989
25 H 2.73 1.46 0.14  N6 1.033
26 H 3.43 -0.70 1.66  N11 0.977

As for the total charge: +1. The calculation puts the energy above the lowest of the compared OMol25 structures with the same formula, charge and spin at 83.9 kcal per mole.

---

3 unconnected molecules or ions with the total composition C5H15NO in a non-equilibrium geometry, computed with ωB97M-V/def2-TZVPD.

Last columns: bonded neighbours and bond lengths (Å).
Cartesian coordinates (Å):
1 C 2.64 0.77 0.55  C2 1.866, C3 1.540, H8 1.113, H12 1.092
2 C 2.61 0.04 -1.17  C1 1.866, H9 1.099, H10 1.146, H11 1.118
3 C 1.43 0.07 1.19  C1 1.540, H7 1.024, H13 1.110
4 N -2.27 0.66 -1.03  C5 1.468, H14 1.059, H21 1.072
5 C -1.09 0.21 -0.27  N4 1.468, C6 1.503, H15 1.133, H16 1.107
6 C -1.22 -1.27 -0.03  C5 1.503, H17 1.113, H18 1.125, H19 1.153
7 H 1.14 0.60 2.02  C3 1.024
8 H 3.68 0.62 0.92  C1 1.113
9 H 3.47 -0.56 -1.49  C2 1.099
10 H 2.12 0.62 -2.02  C2 1.146
11 H 1.85 -0.53 -0.56  C2 1.118
12 H 2.60 1.86 0.42  C1 1.092
13 H 1.72 -0.99 1.30  C3 1.110
14 H -2.20 1.69 -1.26  N4 1.059
15 H -0.14 0.37 -0.87  C5 1.133
16 H -1.01 0.71 0.71  C5 1.107
17 H -0.28 -1.57 0.48  C6 1.113
18 H -2.12 -1.39 0.63  C6 1.125
19 H -1.38 -1.84 -1.02  C6 1.153
20 H -4.65 -0.13 1.10  O22 0.936
21 H -3.11 0.39 -0.42  N4 1.072
22 O -3.79 -0.34 0.81  H20 0.936

As for the total charge: 0. The calculation puts the energy above the lowest of the compared OMol25 structures with the same formula, charge and spin at 246.3 kcal per mole.

---

2 unconnected molecules or ions with the total composition C5H15NO, computed with ωB97M-V/def2-TZVPD.

Last columns: bonded neighbours and bond lengths (Å).
Cartesian coordinates (Å):
1 C 0.82 0.00 2.06  C2 1.528, N6 1.474, H7 1.087, H8 1.092
2 C 0.47 -0.19 0.58  C1 1.528, C3 1.524, H9 1.098, H10 1.092
3 C -0.70 0.65 0.10  C2 1.524, C4 1.527, C5 1.541, H11 1.097
4 C -0.60 1.01 -1.38  C3 1.527, H12 1.096, H13 1.086, H14 1.094
5 C -2.04 -0.04 0.39  C3 1.541, H15 1.092, H16 1.089, H17 1.092
6 N 1.71 -1.07 2.53  C1 1.474, H18 1.014, H19 1.007
7 H -0.11 0.04 2.62  C1 1.087
8 H 1.34 0.95 2.15  C1 1.092
9 H 1.38 -0.02 -0.01  C2 1.098
10 H 0.29 -1.26 0.42  C2 1.092
11 H -0.70 1.59 0.67  C3 1.097
12 H -1.53 1.46 -1.72  C4 1.096
13 H -0.39 0.12 -1.97  C4 1.086
14 H 0.21 1.71 -1.59  C4 1.094
15 H -2.27 -0.80 -0.37  C5 1.092
16 H -2.85 0.68 0.27  C5 1.089
17 H -2.04 -0.49 1.38  C5 1.092
18 H 1.23 -1.68 3.19  N6 1.014
19 H 2.54 -0.70 2.97  N6 1.007
20 H 1.46 -0.28 -3.52  O22 0.966
21 H 0.48 -0.72 -4.59  O22 0.965
22 O 1.32 -0.96 -4.19  H20 0.966, H21 0.965

As for the SMILES: CC(C)CCN.O. As for the total charge: 0. The calculation puts the energy above the lowest of the compared OMol25 structures with the same formula, charge and spin at 12.9 kcal per mole.

---

2 unconnected molecules or ions with the total composition C5H15NO in a non-equilibrium geometry, computed with ωB97M-V/def2-TZVPD.

Last columns: bonded neighbours and bond lengths (Å).
Cartesian coordinates (Å):
1 C 1.78 -1.03 0.04  N2 1.430, H7 1.100, H8 1.095, H9 1.102
2 N 1.33 0.28 0.41  C1 1.430, C3 1.435, C5 1.466
3 C 1.35 0.47 1.83  N2 1.435, H10 1.092, H11 1.096, H12 1.075
4 C -1.11 0.98 0.45  C5 1.544, H13 1.094, H14 1.085, H15 1.085
5 C 0.20 0.82 -0.36  N2 1.466, C4 1.544, C6 1.539, H16 1.065
6 C 0.66 2.08 -1.11  C5 1.539, H17 1.086, H18 1.099, H19 1.081
7 H 1.15 -1.82 0.47  C1 1.100
8 H 1.90 -1.16 -1.04  C1 1.095
9 H 2.82 -1.19 0.37  C1 1.102
10 H 2.36 0.34 2.20  C3 1.092
11 H 0.71 -0.24 2.35  C3 1.096
12 H 1.10 1.49 2.09  C3 1.075
13 H -1.81 1.52 -0.20  C4 1.094
14 H -1.00 1.54 1.37  C4 1.085
15 H -1.49 -0.03 0.56  C4 1.085
16 H -0.04 0.10 -1.11  C5 1.065
17 H -0.15 2.60 -1.61  C6 1.086
18 H 1.16 2.72 -0.36  C6 1.099
19 H 1.51 1.77 -1.71  C6 1.081
20 H -4.55 -4.20 -2.04  O22 0.960
21 H -3.46 -3.54 -1.21  O22 0.966
22 O -4.42 -3.52 -1.38  H20 0.960, H21 0.966

As for the SMILES: CC(C)N(C)C.O. As for the total charge: 0. The calculation puts the energy above the lowest of the compared OMol25 structures with the same formula, charge and spin at 30.0 kcal per mole.

---

2 unconnected molecules or ions with the total composition C5H15NO in a non-equilibrium geometry, computed with ωB97M-V/def2-TZVPD.

Last columns: bonded neighbours and bond lengths (Å).
Cartesian coordinates (Å):
1 C 0.31 1.24 0.06  N2 1.435, C6 1.532, H7 1.093, H8 1.115
2 N 0.55 0.01 -0.64  C1 1.435, C3 1.437, C5 1.486
3 C 0.08 -1.11 0.14  N2 1.437, C4 1.533, H9 1.124, H10 1.104
4 C -0.17 -2.38 -0.68  C3 1.533, H11 1.096, H12 1.088, H13 1.091
5 C 1.95 -0.25 -1.06  N2 1.486, H14 1.083, H15 1.087, H16 1.086
6 C 0.38 2.47 -0.86  C1 1.532, H17 1.101, H18 1.087, H19 1.089
7 H -0.68 1.19 0.52  C1 1.093
8 H 1.04 1.42 0.88  C1 1.115
9 H 0.55 -1.22 1.15  C3 1.124
10 H -0.94 -1.03 0.56  C3 1.104
11 H -0.66 -3.15 -0.07  C4 1.096
12 H 0.78 -2.77 -1.05  C4 1.088
13 H -0.87 -2.20 -1.49  C4 1.091
14 H 2.35 0.71 -1.34  C5 1.083
15 H 2.48 -0.65 -0.19  C5 1.087
16 H 1.98 -0.89 -1.94  C5 1.086
17 H -0.43 2.33 -1.59  C6 1.101
18 H 1.28 2.47 -1.47  C6 1.087
19 H 0.15 3.42 -0.39  C6 1.089
20 H -3.48 0.11 2.89  O22 0.954
21 H -2.11 0.73 2.70  O22 0.949
22 O -2.62 -0.04 2.50  H20 0.954, H21 0.949

As for the SMILES: CCN(C)CC.O. As for the total charge: 0. The calculation puts the energy above the lowest of the compared OMol25 structures with the same formula, charge and spin at 32.6 kcal per mole.

---

2 unconnected molecules or ions with the total composition C5H15NO in a non-equilibrium geometry, computed with ωB97M-V/def2-TZVPD.

Last columns: bonded neighbours and bond lengths (Å).
Cartesian coordinates (Å):
1 C 0.01 -2.15 -1.18  N2 1.465, H7 1.090, H8 1.096, H9 1.090
2 N 0.56 -1.36 -0.08  C1 1.465, C3 1.482, H10 1.014
3 C 0.02 0.03 -0.07  N2 1.482, C4 1.537, H11 1.101, H12 1.084
4 C 0.68 0.87 1.04  C3 1.537, C5 1.556, C6 1.519, H13 1.084
5 C 2.20 1.07 0.77  C4 1.556, H14 1.082, H15 1.098, H16 1.087
6 C -0.03 2.21 0.98  C4 1.519, H17 1.093, H18 1.099, H19 1.105
7 H 0.49 -1.76 -2.09  C1 1.090
8 H -1.07 -2.17 -1.38  C1 1.096
9 H 0.33 -3.17 -1.02  C1 1.090
10 H 0.17 -1.73 0.78  N2 1.014
11 H -1.07 -0.01 0.08  C3 1.101
12 H 0.20 0.58 -0.98  C3 1.084
13 H 0.58 0.35 1.98  C4 1.084
14 H 2.56 2.07 0.99  C5 1.082
15 H 2.32 0.84 -0.30  C5 1.098
16 H 2.73 0.26 1.26  C5 1.087
17 H -1.11 2.26 1.12  C6 1.093
18 H 0.17 2.83 0.09  C6 1.099
19 H 0.38 2.92 1.73  C6 1.105
20 H -3.21 -1.07 -1.93  O22 0.963
21 H -3.33 -1.86 -0.72  O22 0.942
22 O -3.59 -1.01 -1.05  H20 0.963, H21 0.942

As for the SMILES: CNCC(C)C.O. As for the total charge: 0. The calculation puts the energy above the lowest of the compared OMol25 structures with the same formula, charge and spin at 26.4 kcal per mole.